No. 1
{"formula": "C62H134F6N7O6S2", "method": "ωB97M-V with the def2-TZVPD basis set", "symbols": ["S", "S", "F", "F", "F", "F", "F", "F", "O", "O", "O", "O", "O", "O", "N", "N", "N", "N", "N", "N", "N", "C", "C", "C", "C", "C", "C", "C", "C", "C", "C", "C", "C", "C", "C", "C", "C", "C", "C", "C", "C", "C", "C", "C", "C", "C", "C", "C", "C", "C", "C", "C", "C", "C", "C", "C", "C", "C", "C", "C", "C", "C", "C", "C", "C", "C", "C", "C", "C", "C", "C", "C", "C", "C", "C", "C", "C", "C", "C", "C", "C", "C", "C", "H", "H", "H", "H", "H", "H", "H", "H", "H", "H", "H", "H", "H", "H", "H", "H", "H", "H", "H", "H", "H", "H", "H", "H", "H", "H", "H", "H", "H", "H", "H", "H", "H", "H", "H", "H", "H", "H", "H", "H", "H", "H", "H", "H", "H", "H", "H", "H", "H", "H", "H", "H", "H", "H", "H", "H", "H", "H", "H", "H", "H", "H", "H", "H", "H", "H", "H", "H", "H", "H", "H", "H", "H", "H", "H", "H", "H", "H", "H", "H", "H", "H", "H", "H", "H", "H", "H", "H", "H", "H", "H", "H", "H", "H", "H", "H", "H", "H", "H", "H", "H", "H", "H", "H", "H", "H", "H", "H", "H", "H", "H", "H", "H", "H", "H", "H", "H", "H", "H", "H", "H", "H", "H", "H", "H", "H", "H", "H", "H", "H", "H", "H", "H", "H"], "positions_angstrom": [[18.9972, 20.0906, 13.4384], [22.0121, 14.7595, 14.7645], [23.2871, 16.7563, 13.8989], [24.3237, 14.8594, 13.6689], [22.6498, 15.3828, 12.3548], [18.3169, 17.8791, 12.3802], [18.7102, 17.8414, 14.5254], [20.3849, 17.9617, 13.0719], [20.7901, 15.4878, 14.4709], [19.9411, 20.4650, 14.4529], [17.5712, 20.2492, 13.6663], [19.4050, 20.4962, 12.0953], [22.0703, 13.3729, 14.4643], [22.6326, 15.1109, 16.0259], [20.8661, 24.3796, 12.5412], [16.0332, 23.2110, 16.8425], [11.4534, 15.6672, 14.5821], [22.7967, 18.2348, 17.4084], [21.4453, 18.4764, 8.7028], [13.4755, 19.9096, 10.0792], [18.7829, 13.0842, 12.8830], [20.4044, 22.8663, 17.7475], [15.2663, 18.2501, 15.2226], [14.8800, 19.8806, 9.4076], [22.3061, 18.2239, 18.9016], [18.5158, 10.8032, 16.1165], [17.3296, 23.2943, 17.5876], [18.9804, 9.5349, 15.4396], [21.9400, 24.6557, 8.9347], [12.5167, 16.7923, 14.5514], [22.9238, 19.6619, 16.8919], [10.1438, 16.1365, 15.1139], [20.7822, 18.2923, 18.8171], [17.7685, 12.5376, 11.9053], [12.7491, 21.1846, 9.7781], [21.4070, 16.0380, 8.1060], [21.4413, 25.6253, 13.0894], [19.4009, 24.2574, 13.0472], [23.1670, 15.4665, 13.6066], [13.9086, 24.4424, 16.6445], [21.6268, 23.1782, 13.0297], [19.9595, 18.6634, 8.4786], [11.1177, 15.2595, 13.1742], [21.9426, 15.0800, 6.9567], [11.9826, 14.5724, 15.3572], [21.5970, 17.5827, 16.6785], [12.2394, 18.7068, 8.1802], [16.2138, 22.7179, 15.4466], [15.0358, 20.6413, 11.7868], [9.0778, 15.1396, 14.6877], [21.7380, 18.1521, 10.1445], [18.1466, 21.9915, 17.5971], [20.8419, 24.3537, 11.0273], [13.8712, 18.5156, 15.7905], [11.3493, 17.4684, 7.9568], [12.6288, 18.7575, 9.6854], [9.6627, 14.7699, 13.2388], [20.3281, 18.0970, 17.3597], [13.0368, 17.1698, 15.9016], [24.1379, 21.7826, 16.9435], [24.1402, 20.3792, 17.4517], [22.0198, 17.3926, 7.7477], [23.2005, 24.6591, 8.0768], [24.0503, 17.4008, 17.2651], [15.3936, 24.6471, 16.7753], [20.3268, 26.1311, 14.0545], [20.0379, 13.3783, 12.0222], [18.3929, 12.5067, 10.4887], [19.3438, 22.0966, 18.4647], [13.7615, 19.8670, 11.6274], [18.0932, 11.9752, 15.1673], [19.1632, 12.1042, 14.0340], [21.9858, 19.8273, 8.3583], [14.9671, 22.3450, 17.4694], [19.5535, 20.0038, 9.0363], [20.9000, 20.8065, 8.8802], [13.6925, 23.1955, 17.4625], [19.1463, 18.3156, 13.3697], [18.3946, 14.3677, 13.4632], [19.5204, 13.5250, 10.5937], [15.8752, 20.1704, 10.5996], [19.4543, 24.9210, 14.4029], [22.1865, 24.2365, 10.3131], [12.8210, 20.2474, 12.0653], [19.0844, 14.4907, 10.4318], [21.6231, 17.6868, 15.5978], [18.0200, 12.9266, 15.7008], [20.7144, 21.6520, 8.2080], [11.6153, 19.5837, 8.0476], [8.1699, 15.7506, 14.6594], [21.7402, 23.2949, 14.1008], [13.4037, 21.9901, 10.1343], [19.0470, 14.5559, 14.2877], [21.5340, 14.0943, 7.0542], [15.2738, 17.8707, 14.1967], [21.3829, 22.6509, 18.2110], [22.0080, 19.8570, 7.2747], [21.7784, 15.7088, 9.0759], [13.7518, 16.5175, 16.3836], [15.0006, 18.8158, 9.1310], [22.0338, 20.2415, 17.1463], [19.7526, 21.0935, 18.5408], [14.9790, 20.6842, 8.6926], [14.9516, 21.4131, 16.9170], [9.8972, 17.0433, 14.5528], [11.9704, 17.6661, 14.1468], [22.6133, 23.2279, 12.6314], [23.0176, 14.9091, 7.0991], [18.4891, 21.7958, 16.5892], [16.4260, 19.2791, 10.8830], [20.3150, 15.9712, 8.0608], [21.4661, 19.0130, 10.7277], [13.9424, 18.8247, 11.9368], [19.4895, 17.8656, 9.0503], [19.9854, 18.9862, 16.8298], [13.1712, 18.7053, 7.6243], [11.7492, 18.7599, 10.3547], [9.6598, 13.7100, 12.9997], [17.0421, 23.6368, 18.5672], [20.3497, 17.5364, 19.4790], [16.7664, 23.4785, 14.8709], [21.3015, 21.1621, 9.8474], [22.9553, 20.1171, 8.7735], [17.5937, 12.8094, 9.7635], [12.1436, 17.2738, 16.5276], [21.1864, 23.9472, 8.5537], [19.9874, 24.3580, 15.1686], [19.2881, 19.9641, 10.0753], [22.8520, 24.9504, 10.8164], [12.7789, 22.7190, 17.1795], [18.2628, 9.2395, 14.6544], [23.2993, 22.3484, 17.3864], [19.2664, 11.2739, 16.7262], [20.4812, 14.2869, 12.4097], [12.6519, 21.2077, 8.6984], [18.4881, 25.2391, 14.7887], [13.9905, 19.0389, 16.7507], [17.5908, 10.6694, 16.6555], [11.2790, 13.7246, 15.3088], [17.5242, 21.2113, 18.0855], [22.9435, 19.5782, 15.8195], [19.2337, 11.1797, 13.5083], [13.5374, 23.5510, 18.4688], [19.4673, 17.4409, 17.2047], [16.8472, 13.1028, 11.9013], [11.2730, 16.0986, 12.5014], [21.5901, 26.3620, 12.2991], [22.6889, 19.0255, 19.5423], [10.5076, 17.4220, 8.6428], [24.6384, 17.8152, 18.0853], [19.7861, 18.6883, 7.4182], [15.7811, 25.1802, 15.9245], [22.9881, 25.0790, 7.0854], [19.1733, 23.1799, 13.0096], [14.8887, 21.7234, 11.6728], [13.3499, 25.2761, 17.0447], [12.9427, 14.2572, 14.9680], [20.4682, 19.2050, 19.3464], [13.2288, 17.8866, 9.9391], [21.8441, 15.4803, 5.9464], [18.3454, 15.1152, 12.6748], [18.7406, 11.5020, 10.2283], [11.9025, 14.5553, 12.8985], [15.9346, 19.1329, 15.2129], [21.7335, 17.6917, 6.7581], [21.7340, 16.5625, 17.0251], [21.4619, 25.6550, 8.8972], [23.8127, 16.3690, 17.5008], [13.5745, 24.4091, 15.5959], [12.1022, 14.7592, 16.4173], [20.0477, 12.5626, 14.4691], [24.4703, 17.5173, 16.2723], [23.1127, 17.3285, 7.9055], [20.2585, 25.1891, 10.6176], [25.0212, 22.3599, 17.1502], [19.9913, 9.5634, 15.0422], [13.3029, 19.2392, 15.1994], [25.0547, 19.8846, 17.1495], [10.2447, 16.2929, 16.1584], [15.7568, 17.4719, 15.7922], [23.9900, 25.2569, 8.5587], [22.8231, 17.9576, 10.1862], [9.0723, 15.2034, 12.4393], [18.7331, 20.3744, 8.3946], [20.2221, 23.4915, 10.8022], [11.8972, 16.5685, 8.1514], [19.7644, 26.9678, 13.6613], [16.6035, 20.9149, 10.2411], [23.6505, 23.6367, 7.9927], [22.3625, 25.4986, 13.6504], [9.0079, 14.2466, 15.3194], [15.5983, 25.0996, 17.7446], [16.7132, 21.7454, 15.5351], [17.0842, 11.7780, 14.7729], [22.5671, 17.2785, 19.3430], [13.2638, 16.4578, 13.8129], [24.0120, 21.8641, 15.8665], [15.5505, 20.6341, 12.7436], [10.9082, 17.5234, 6.9634], [18.0078, 24.0306, 17.1204], [18.9801, 8.7415, 16.1908], [18.8539, 24.8786, 12.3522], [15.2307, 22.4819, 15.0612], [20.7293, 26.6063, 14.9451], [20.2770, 23.9581, 17.7950], [21.2005, 22.1938, 12.8018], [24.0489, 20.4306, 18.5300], [17.5262, 11.5244, 12.2739], [20.4166, 13.4352, 9.9788], [21.2023, 17.3085, 10.4930], [22.5098, 23.2111, 10.3626], [17.3649, 14.2692, 13.8206], [15.2299, 22.1683, 18.5152], [19.0734, 22.4172, 19.4930], [20.5162, 22.5255, 16.6993], [20.6242, 12.4809, 12.1584], [11.7318, 21.2530, 10.1865]], "e_homo_ev": -17.56, "energy_ev": -127113.26255, "total_charge": 5}

***

No. 2
{"formula": "C8H12BrN4O", "method": "ωB97M-V with the def2-TZVPD basis set", "symbols": ["Br", "O", "N", "N", "N", "N", "C", "C", "C", "C", "C", "C", "C", "C", "H", "H", "H", "H", "H", "H", "H", "H", "H", "H", "H", "H"], "positions_angstrom": [[2.6835, -1.1230, -2.5590], [0.4593, 1.1430, -3.5271], [-0.4648, 1.2179, -1.3879], [0.2833, -1.9656, -0.2017], [1.0299, -0.4422, -1.7678], [1.1535, -1.6139, 1.9312], [-0.6205, 0.4854, -4.1712], [-0.7272, 0.3213, -0.5458], [0.5779, -2.3938, 0.9572], [0.3813, -0.7247, -0.6265], [1.7476, 0.5130, 2.6928], [0.6577, 0.9598, -2.2140], [-1.9469, 0.1969, 0.4073], [1.2636, -0.3305, 1.6432], [-2.6770, 0.9262, 0.0349], [2.0947, -0.0017, 3.5553], [1.4487, 1.6314, -1.8020], [-1.5748, 0.3672, -3.4235], [-1.0458, 1.0417, -5.0116], [2.8060, 0.7893, 2.2026], [-2.3225, -0.7976, 0.2070], [1.3832, -2.1094, 2.7231], [1.4520, 1.6419, 2.8073], [-0.4830, -0.5668, -4.6032], [-1.4734, 0.2975, 1.4502], [0.4257, -3.4380, 1.1814]], "e_homo_ev": -13.20, "energy_ev": -86529.20810, "total_charge": 1}

***

No. 3
{"formula": "C22H42Cl3N2O4SiTb", "method": "ωB97M-V with the def2-TZVPD basis set", "symbols": ["Tb", "Cl", "Cl", "Cl", "Si", "O", "O", "O", "O", "N", "N", "C", "C", "C", "C", "C", "C", "C", "C", "C", "C", "C", "C", "C", "C", "C", "C", "C", "C", "C", "C", "C", "C", "H", "H", "H", "H", "H", "H", "H", "H", "H", "H", "H", "H", "H", "H", "H", "H", "H", "H", "H", "H", "H", "H", "H", "H", "H", "H", "H", "H", "H", "H", "H", "H", "H", "H", "H", "H", "H", "H", "H", "H", "H", "H"], "positions_angstrom": [[0.0144, -0.4049, 1.1570], [2.5488, -0.1591, 1.7481], [-0.4417, -2.8978, 0.7091], [0.5386, -5.5710, -1.5022], [0.4017, -6.5772, 0.3084], [-0.3640, 1.7293, 1.9591], [0.2896, 0.4059, -0.8585], [-2.3060, -0.1253, 0.8232], [-0.0715, -0.7164, 3.5412], [0.1400, 3.9295, 2.1906], [-2.7913, 0.1943, -1.3953], [-2.8357, 0.5401, -0.1095], [1.0576, 2.5953, -1.4980], [2.2412, 3.3284, -1.5120], [-0.2346, 4.6174, -1.4148], [-2.3039, -1.0962, -1.8635], [0.3444, 0.8554, -5.4365], [2.1829, 4.7165, -1.4811], [0.4657, 2.6747, 1.8913], [1.1709, 1.0871, -1.6444], [0.5564, 1.3157, -4.0392], [-1.4426, -6.6368, 0.6861], [0.5650, -0.0420, 4.6730], [1.6779, -5.6696, 1.3664], [1.1100, 4.9958, 2.0334], [0.9464, 5.3624, -1.4207], [0.8418, -8.4167, 0.3810], [-0.1813, 3.2215, -1.4214], [-0.3145, -0.2619, 5.8844], [1.0623, 0.5637, -3.0439], [-1.2229, 4.2930, 2.5914], [-3.2520, 1.1351, -2.4042], [1.5567, -0.8422, -3.1437], [2.1770, 0.8300, -1.3021], [3.1155, 5.2879, -1.5028], [-2.1696, -1.7848, -1.0221], [1.5890, -5.9309, 2.4279], [-0.2016, -1.2917, 6.2390], [0.5298, -0.2184, -5.5757], [-1.8316, 3.3904, 2.6467], [-3.7762, 1.9650, -1.9106], [2.0448, 4.5755, 1.6520], [-1.9064, -7.4271, 0.0776], [1.4146, -1.2682, -4.1439], [-1.0794, 2.6012, -1.3610], [-0.6846, 1.0775, -5.7641], [0.9995, 1.3954, -6.1396], [0.0731, -1.6556, 3.6593], [-1.2094, 5.1064, -1.3953], [-1.9273, -5.6828, 0.4507], [0.6681, 1.0076, 4.4121], [2.6908, -5.9552, 1.0360], [-1.6111, -6.8907, 1.7390], [-1.6407, 4.9927, 1.8558], [-0.0324, 0.3992, 6.7020], [1.5442, -4.5834, 1.2385], [1.3026, 5.4841, 2.9969], [0.7418, 5.7439, 1.3216], [0.2767, 2.3456, -3.8533], [2.6381, -0.8817, -2.9085], [-2.4005, 1.5327, -2.9773], [1.0455, -1.4668, -2.3870], [1.8603, -8.6489, 0.0532], [-1.3431, -0.9466, -2.3763], [0.1595, -9.0583, -0.1906], [0.7572, -8.7262, 1.4319], [-3.9364, 0.6190, -3.0866], [-1.1814, 4.7894, 3.5689], [0.8997, 6.4554, -1.3879], [3.1795, 2.7630, -1.5618], [1.5680, -0.4432, 4.8113], [1.5121, 2.4812, 1.5938], [-3.0368, -1.4893, -2.5775], [-3.3911, 1.4656, 0.0878], [-1.3781, -0.1030, 5.6672]], "e_homo_ev": [-8.43, -8.40], "energy_ev": -102553.78537, "total_charge": 0, "multiplicity": 7, "s_squared": 12.669}

***

No. 4
{"formula": "C4H12N2", "method": "ωB97M-V with the def2-TZVPD basis set", "symbols": ["N", "N", "C", "C", "C", "C", "H", "H", "H", "H", "H", "H", "H", "H", "H", "H", "H", "H"], "positions_angstrom": [[-1.4863, -1.0686, 0.5619], [2.1086, 1.0593, -0.2368], [0.0933, 1.2771, -1.7994], [1.2052, -0.4366, -0.2243], [0.7113, 0.9758, -0.4517], [-1.4735, -0.9230, 2.0026], [0.0230, 2.3559, -1.9480], [0.6912, 0.8522, -2.6095], [2.6037, 1.2804, -1.1018], [-2.4905, -0.9726, 2.4056], [-0.9011, 0.8360, -1.8507], [-0.8802, -1.6940, 2.5160], [1.4845, -1.0347, -1.0889], [-0.2848, -1.0202, 0.0826], [0.0642, 1.2408, 0.3965], [1.4730, -0.8011, 0.7620], [-1.9195, -1.9639, 0.3219], [-1.0223, 0.0371, 2.2619]], "e_homo_ev": -8.56, "energy_ev": -7319.36862, "total_charge": 0}

***

In the order shown, the computed max |F| values come out to 0.0541; 0.0888; 0.0427; 0.1064 Eh/bohr.